C10H5N6O7 | ωB97M-V/def2-TZVPD

Structure (XYZ):
```
28
Properties=species:S:1:pos:R:3:nbo_charge:R:1
O 2.186 3.846 -0.673 -0.573
C 1.386 2.977 -0.370 0.393
C -0.064 3.112 -0.359 0.085
N -0.897 2.042 -0.176 -0.563
C -2.145 2.585 -0.041 -0.146
C -2.060 4.001 -0.267 -0.130
N -0.736 4.307 -0.416 -0.470
H 1.584 1.937 -0.019 0.081
H -3.011 2.008 0.248 0.177
H -2.872 4.712 -0.337 0.178
O 3.682 -3.269 -0.277 -0.342
N 2.917 -2.873 0.608 0.512
O 3.221 -2.902 1.824 -0.399
C 1.601 -2.290 0.318 -0.016
C 1.016 -1.539 1.327 -0.093
C -0.178 -0.807 1.084 0.005
N -0.830 -0.117 2.179 0.513
O -0.173 0.091 3.223 -0.379
O -2.036 0.181 2.065 -0.350
C -0.886 -0.936 -0.116 -0.048
C -0.355 -1.747 -1.099 0.015
N -0.919 -2.283 -2.276 0.425
O -1.999 -2.090 -2.820 -0.348
O -0.006 -3.184 -2.788 -0.131
N 1.108 -3.303 -1.963 -0.102
C 0.880 -2.430 -0.946 0.117
H 1.448 -1.562 2.328 0.291
H -1.862 -0.466 -0.259 0.297
```

For the total energy, the calculation gives -1238.98194 a.u. As for the charge: -1. The HOMO energy comes out at -4.28 eV. The energy above the lowest of the compared OMol25 structures with the same formula, charge and spin is 88.7 kcal per mole. As for the molecular weight: 321.18 g/mol.

H26O17S | ωB97M-V/def2-TZVPD

Structure (XYZ):
```
44
Properties=species:S:1:pos:R:3:nbo_charge:R:1
S 1.900 35.313 5.463 2.751
O 1.483 34.006 4.998 -1.007
O 3.157 35.677 4.840 -1.095
O 0.923 36.380 5.101 -1.047
O 2.096 35.268 6.886 -1.069
O 4.000 32.274 7.191 -0.996
H 3.456 32.035 7.999 0.464
H 4.164 33.253 7.408 0.490
O 5.235 34.376 3.970 -0.959
H 4.439 34.857 4.035 0.486
H 5.956 34.894 4.362 0.453
O 0.635 36.441 2.496 -0.981
H 0.342 35.650 2.556 0.467
H 0.891 36.522 3.509 0.481
O 4.230 34.812 8.015 -0.990
H 4.967 35.438 7.772 0.466
H 3.416 35.142 7.584 0.504
O 5.048 37.410 5.076 -0.983
H 5.581 36.958 5.778 0.435
H 4.306 36.755 4.872 0.507
O 1.720 33.416 8.777 -0.975
H 2.415 33.495 9.440 0.453
H 1.766 34.214 8.181 0.501
O -0.709 36.991 6.446 -0.909
H -0.740 37.887 5.967 0.496
H -0.020 36.608 6.164 0.462
O 3.325 36.047 2.233 -0.968
H 3.260 35.762 3.056 0.450
H 2.446 36.388 2.097 0.484
O 0.501 36.899 8.284 -1.062
H 1.190 36.419 7.785 0.460
H -0.341 36.695 7.674 0.474
O 0.270 33.683 3.170 -1.029
H 0.458 32.827 2.775 0.459
H 0.943 33.793 3.934 0.441
O 2.441 32.235 3.330 -0.978
H 3.263 32.035 3.768 0.485
H 1.866 32.758 3.900 0.469
O 0.933 38.942 4.932 -0.987
H 0.985 39.266 5.727 0.441
H 1.204 37.913 5.023 0.502
O 0.911 31.686 5.908 -0.992
H 1.160 32.613 5.529 0.493
H 0.668 31.027 5.174 0.453
```

For the total energy, the calculation gives -1692.80328 a.u. As for the charge: -2. The HOMO energy comes out at -3.69 eV. The energy above the lowest of the compared OMol25 structures with the same formula, charge and spin is 168.9 kcal per mole. As for the molecular weight: 330.26 g/mol.

C6H11N | ωB97M-V/def2-TZVPD

Structure (XYZ):
```
18
Properties=species:S:1:pos:R:3:mulliken_spin:R:1
C 2.057 -1.204 -1.534 -0.012
N 0.675 -1.154 -1.031 0.315
C 0.149 -0.116 -0.345 0.133
C -1.088 -0.332 0.243 0.400
C -1.666 0.409 1.331 -0.025
C -2.772 1.181 1.227 0.129
C 1.092 0.798 0.471 0.004
H 2.261 -0.244 -1.997 0.017
H 2.945 -1.270 -0.902 0.016
H 2.158 -2.081 -2.180 0.002
H -0.022 -1.777 -1.420 -0.019
H -1.857 -0.818 -0.403 -0.002
H -1.358 0.234 2.352 0.027
H -3.020 1.827 2.059 0.008
H -3.395 1.356 0.356 0.000
H 1.015 0.825 1.549 0.002
H 0.706 1.752 0.047 0.003
H 2.121 0.613 0.179 0.001
```

For the total energy, the calculation gives -289.61295 a.u. As for the charge: +1. As for the multiplicity: 2. The HOMO energy (alpha / beta) comes out at -13.48 / -14.24 eV. The energy above the lowest of the compared OMol25 structures with the same formula, charge and spin is 34.9 kcal per mole. As for the molecular weight: 97.16 g/mol.

C4H3N3O | ωB97M-V/def2-TZVPD

Structure (XYZ):
```
11
Properties=species:S:1:pos:R:3:nbo_charge:R:1
C -2.041 0.092 0.026 0.241
N -1.460 -1.078 0.023 -0.458
C -0.084 -0.733 0.086 0.183
N 1.111 -1.289 -0.105 0.059
O 1.956 -0.242 -0.002 -0.315
C 1.334 1.050 0.081 -0.170
C -0.052 0.707 -0.040 0.187
N -1.206 1.209 -0.137 -0.446
H -3.189 0.056 0.269 0.219
H 1.659 1.518 0.997 0.252
H 1.825 1.775 -0.635 0.249
```

For the total energy, the calculation gives -393.60253 a.u. The HOMO energy comes out at -10.17 eV. The energy above the lowest of the compared OMol25 structures with the same formula, charge and spin is 73.3 kcal per mole. As for the molecular weight: 109.09 g/mol. Its SMILES is C1=NC2=NOCC2=N1.

C3H5NO | ωB97M-V/def2-TZVPD

Structure (XYZ):
```
10
Properties=species:S:1:pos:R:3:nbo_charge:R:1
C 1.078 -0.769 0.035 -0.587
C -0.161 0.485 -0.106 0.004
O -0.316 1.188 1.079 -0.683
C -1.298 -0.236 -0.576 0.223
N -2.281 -0.826 -0.747 -0.301
H 0.492 -1.696 0.300 0.230
H 1.745 -0.708 -0.856 0.225
H 1.657 -0.520 0.863 0.216
H 0.122 1.240 -0.918 0.194
H -1.037 1.840 0.926 0.480
```

For the total energy, the calculation gives -247.25018 a.u. The HOMO energy comes out at -11.11 eV. The energy above the lowest of the compared OMol25 structures with the same formula, charge and spin is 35.8 kcal per mole. As for the molecular weight: 71.08 g/mol. Its SMILES is C[C@H](O)C#N.

C4H7NOS | ωB97M-V/def2-TZVPD

Structure (XYZ):
```
14
Properties=species:S:1:pos:R:3:nbo_charge:R:1
C 1.979 1.155 0.003 -0.262
O 0.686 0.555 0.008 -0.517
C 0.575 -0.770 0.006 0.384
S 1.844 -1.810 -0.001 -0.098
N -0.760 -1.221 -0.003 -0.464
C -1.742 -0.407 -0.737 -0.244
C -1.749 -0.408 0.734 -0.244
H 1.790 2.237 -0.021 0.197
H 2.546 0.851 0.892 0.205
H 2.550 0.860 -0.898 0.204
H -2.493 -0.985 -1.279 0.212
H -1.382 0.481 -1.236 0.208
H -1.374 0.464 1.235 0.207
H -2.471 -1.001 1.298 0.212
```

For the total energy, the calculation gives -684.73101 a.u. The HOMO energy comes out at -8.64 eV. The energy above the lowest of the compared OMol25 structures with the same formula, charge and spin is 47.7 kcal per mole. As for the molecular weight: 117.17 g/mol. Its SMILES is COC(=S)N1CC1.